No. 1
C43H85BrN5O9 | ωB97M-V with the def2-TZVPD basis set

Atoms and positions in Å:
H 2.00 2.53 -0.88
H -2.74 -3.09 3.74
H -0.88 6.40 3.59
N -0.04 -0.06 0.94
C 7.19 -2.42 3.72
H 0.70 -1.22 -1.43
H -0.95 4.09 0.29
H -1.39 -3.03 4.99
H 5.69 -4.03 2.13
H 7.09 -1.22 1.85
H -0.14 -4.74 4.06
O -1.13 4.11 4.57
H -1.07 -2.60 -4.69
H -6.18 2.30 -7.88
C -0.59 4.36 -0.70
C -3.33 -2.47 -7.49
C -3.38 11.23 -1.42
C 1.49 -3.83 0.58
C -0.92 -1.98 3.12
H 6.46 -2.23 0.08
C -1.48 -6.87 2.58
C -6.83 1.53 -8.32
Br 1.27 1.96 -3.47
C -0.74 6.29 -2.42
H -2.73 3.87 6.47
C 5.45 -3.98 1.06
C -1.76 -2.57 -3.85
H -1.37 -1.87 -3.10
H 5.42 -5.04 0.70
H 4.61 4.51 3.44
H 1.75 -3.08 -0.22
C -1.01 -4.47 3.44
C 8.01 -3.75 0.69
H 0.15 -1.87 3.43
C -2.03 -5.64 3.39
H -2.20 -6.00 4.43
H 8.63 -3.85 -0.22
O 2.39 2.10 -0.09
H -2.13 9.32 0.29
H -0.94 3.62 -1.42
H -2.35 -0.45 2.38
C 2.88 -4.34 1.14
H 2.07 4.05 4.65
C -1.13 5.73 -1.07
C -1.15 -6.51 1.09
H -3.74 10.58 -2.22
H -7.85 1.66 -7.95
N 0.99 1.66 1.82
C 2.87 2.50 3.32
H 3.06 -5.38 0.84
O -1.27 -4.89 -3.69
H 3.72 2.51 2.60
C -1.60 6.44 4.40
C 8.75 -2.73 1.63
H -3.84 12.21 -1.54
H -5.58 0.51 -5.97
H 3.97 -2.39 1.27
H 0.79 -7.08 0.30
H 7.63 -3.39 3.98
H 0.50 1.29 4.66
O -0.90 0.48 -2.66
H -1.67 -5.55 0.88
H -7.24 -0.14 -6.05
H -2.46 -3.47 -1.23
H 6.46 -3.76 -0.81
H -2.74 -2.23 -4.20
O -4.15 -2.80 -6.66
H 1.19 -5.30 -0.96
H -0.63 -7.35 3.11
H 0.34 6.39 -2.48
H 9.30 -3.34 2.38
H -2.56 6.78 4.01
H 2.10 -0.13 -1.70
C -6.32 0.16 -7.95
H 0.50 4.39 -0.69
C 0.63 -4.95 -0.06
H 2.76 -4.32 2.25
H -2.18 -0.55 4.15
H 3.54 3.29 5.30
O -4.48 11.27 0.69
H 9.55 -2.18 1.08
C -1.76 5.06 5.00
H 8.53 -0.97 2.85
C 1.04 -0.16 -1.37
H -2.79 -5.14 -1.73
O 3.75 4.78 3.80
O -1.84 6.34 -0.31
H -2.73 -0.53 -8.17
H -2.30 -7.63 2.58
H -1.20 7.27 -2.54
H -1.10 5.63 -3.21
H -1.24 7.13 5.16
H 6.09 -2.46 3.59
H -3.57 8.56 -0.44
H 2.86 1.55 3.89
H 3.98 -3.24 -0.34
H -0.61 -4.31 2.42
H 7.97 -4.78 1.11
N -0.47 1.27 4.36
H 1.75 3.59 1.84
H -1.47 -1.43 -7.28
H 0.95 -6.15 1.81
C 7.85 -1.76 2.44
C 0.05 0.68 2.07
C 0.82 0.37 0.00
C -3.22 9.30 0.28
N 1.43 1.41 0.58
N -0.62 0.52 3.19
O -5.97 -0.63 -8.80
C -6.25 -0.19 -6.49
H 7.34 -1.72 4.57
H -0.90 -2.28 2.05
C -2.80 -4.10 -2.06
C 0.39 -6.20 0.86
H -5.86 -1.20 -6.38
H -3.73 5.19 5.82
C 3.08 3.67 4.36
H -3.28 -2.74 -9.61
H -3.57 9.01 1.27
H -0.85 2.21 4.26
C 1.53 2.80 2.58
H -2.02 -3.63 -8.71
H -3.70 -4.19 -8.69
C 4.05 -3.38 0.77
C -1.62 -0.58 3.21
C -3.77 10.66 -0.07
H -1.47 -7.30 0.39
H -6.82 1.65 -9.40
C 6.59 -3.32 0.21
H -0.33 -4.54 -0.45
H -2.41 5.54 6.98
C -2.72 4.91 6.15
C -2.54 -1.20 -7.33
C 0.22 0.62 -2.44
C -3.06 -3.31 -8.71
H -3.02 -5.33 3.01
C -1.88 -3.95 -3.24
H -2.30 11.34 -1.48
H -2.84 -0.70 -6.41
H 0.96 -3.25 1.36
C -1.65 -3.10 3.91
H -3.82 -3.84 -2.34
H 0.75 3.20 3.25

Values from the calculation:
* HOMO-LUMO gap: 7.859 eV
* net charge: +1
* E_HOMO: -10.84 eV

Atomic partial charges in e from the Löwdin method, atoms 1 to 8: H 0.07; H 0.12; H 0.08; N 0.23; C -0.11; H 0.13; H 0.08; H 0.12

***

No. 2
C43H85F15N5O12 | ωB97M-V with the def2-TZVPD basis set

Atoms and positions in Å:
H 3.49 4.42 4.44
H 3.79 1.86 3.18
H -5.12 -0.06 -1.56
H -0.38 2.58 0.34
O 0.23 -1.18 5.63
C 4.35 2.86 3.09
N -2.18 3.81 0.51
C 0.67 -0.96 4.26
H -1.27 2.03 -3.78
H 1.82 -0.48 1.99
H 4.50 -0.11 4.28
C 0.12 1.49 4.05
C -0.99 -4.19 4.89
H -0.94 6.48 2.30
C -1.49 5.15 -1.56
H 0.06 3.01 -4.48
C 1.10 0.38 3.75
H -2.95 -3.63 5.73
H -0.66 0.76 -2.21
H 0.32 -4.87 1.30
H 0.05 1.54 5.16
F -5.53 1.74 -6.47
H 0.46 0.17 1.87
F 4.82 -3.64 -0.95
H -0.94 1.31 3.75
H -1.81 1.63 0.31
H 1.98 -4.28 -2.24
O -1.18 -0.41 1.09
C -3.32 1.42 -5.13
H -1.78 5.96 3.87
C 1.31 -0.19 -1.95
O -2.91 2.49 -6.08
H 3.24 -1.19 -2.06
H 5.66 -0.11 3.00
H -2.56 2.83 2.31
F -5.66 0.74 -4.57
O 2.48 -2.51 0.58
F 5.23 3.95 -0.35
H 5.36 2.56 2.89
O 0.65 1.23 -3.73
H -0.30 -4.16 5.78
C 0.92 -5.48 2.04
H 0.50 -2.05 -1.23
F -1.62 -3.47 -3.47
H -4.69 4.01 -1.78
H 0.82 -0.76 7.51
H 3.99 1.83 0.89
F 0.18 -3.49 -4.75
H 5.61 -2.54 2.75
C -3.62 3.70 -0.06
F -1.24 -5.20 -4.71
O 1.14 -3.93 -2.48
H 1.67 1.82 1.00
H 3.88 -3.64 1.67
H 2.01 -5.49 1.78
C -0.93 5.81 3.15
C 1.23 -0.69 6.49
H -0.75 4.32 -1.80
H 1.52 0.31 6.25
H 2.08 0.70 4.01
C 5.25 -0.73 3.84
H 1.28 -4.94 4.23
F 3.25 4.55 -0.69
H -2.26 -2.08 0.64
H -1.32 2.57 -9.02
C -0.60 -4.28 -3.91
F 4.69 -1.40 -0.67
C 0.17 0.23 -2.81
H -3.40 2.90 -2.07
C 3.47 2.78 0.85
O 3.75 3.62 1.94
H -3.39 1.78 -7.82
C -4.41 -0.70 -2.14
H -0.63 3.08 -7.59
H -1.80 1.07 -7.10
F 6.00 -2.62 0.50
C 2.44 -0.89 -2.76
C -1.61 2.97 -8.04
H -0.14 -1.33 3.55
H 1.27 -6.73 -5.13
H -1.14 6.18 -1.89
H -2.74 0.51 -5.60
C -3.40 -0.71 2.10
F 4.01 2.62 -1.55
C -0.93 4.33 2.73
C -2.94 5.02 -2.12
C -4.07 -4.04 3.09
C 0.86 -4.55 3.30
H 0.48 -6.52 2.21
O -3.07 -0.52 -0.27
H -2.23 6.02 0.25
C -0.35 2.00 -4.33
H -2.89 4.96 -3.22
C -3.45 -1.51 -1.29
H 2.01 -1.85 -3.23
H 5.97 -0.96 4.58
H 4.23 -2.69 3.77
C -4.81 1.00 -5.56
C -3.64 3.83 -1.56
F -4.73 -0.24 -6.19
C -2.51 1.99 -7.27
O 0.80 -6.02 -3.29
C -1.63 5.11 -0.06
H 0.03 6.00 3.70
C 4.73 -1.97 3.11
C -2.17 3.83 2.03
C 1.76 -6.03 -4.37
H -0.64 5.31 0.40
N 0.78 -1.16 -0.89
H -4.12 -3.50 2.10
H 1.63 -1.58 4.15
C 4.00 3.45 -0.42
C 3.64 -2.67 1.13
C 0.26 -4.90 -2.76
C -1.40 2.66 -0.06
H -0.41 -5.16 -1.93
H -3.75 -0.02 -2.66
H -0.90 3.82 3.71
C 4.39 3.78 4.31
O 2.11 2.64 0.59
H -3.96 2.65 0.17
H 0.40 2.39 3.55
C -2.37 -1.00 0.86
H 4.67 3.10 5.07
H 1.85 0.53 -1.41
C 3.14 -6.42 -4.00
H -4.68 -3.41 3.74
H -4.62 -5.02 3.00
H 2.81 -0.24 -3.51
C -2.32 -3.98 4.87
H -3.42 5.97 -1.81
H 5.17 4.53 4.15
H 1.90 -4.99 -4.76
H 3.36 -6.19 -2.92
F -4.68 -0.99 1.89
N -2.69 -4.05 3.58
H 0.03 4.17 2.29
H -0.27 -0.67 -3.35
H 3.85 -5.88 -4.52
N 1.31 0.36 2.31
F -3.42 0.58 2.41
C 4.79 -2.60 -0.03
H -1.40 2.76 -1.14
C -1.59 -4.25 2.83
H -4.89 -1.24 -2.92
H -3.04 4.40 2.29
H 3.30 -7.48 -4.04
H 1.58 -1.58 -0.35
H 1.25 -3.60 3.20
F -3.11 -1.40 3.31
H -3.99 -2.40 -0.76
H -0.54 1.57 -5.34
H -2.20 3.84 -8.32
H -2.56 -1.94 -1.74
H -0.04 -0.83 -0.26
N -0.55 -4.34 3.68
H 2.18 -1.32 6.39
O -3.22 1.64 -3.91
H -4.24 4.40 0.47
O 3.94 -1.62 2.01

Values from the calculation:
* HOMO-LUMO gap: 7.103 eV
* net charge: -1
* E_HOMO: -5.21 eV

Atomic partial charges in e from the Löwdin method, atoms 1 to 8: H 0.09; H 0.12; H 0.10; H 0.09; O -0.19; C -0.20; N -0.22; C -0.16

***

Number 1 is which compound?
C43H85BrN5O9

***

The lowest net charge belongs to which entry?
C43H85F15N5O12

***

Number 1 is which compound?
C43H85BrN5O9

***

Which formula does entry 2 have?
C43H85F15N5O12